154
Properties=species:S:1:pos:R:3:mulliken_charge:R:1 method="wB97M-V/def2-TZVPD" total_energy_ha=-2896.53980 homo_ev=-7.6 gap_ha=0.2949 charge=0 spin_multiplicity=1
N 0.450 -3.323 6.684 0.0946
C 1.504 -4.011 6.163 -0.8994
C 1.692 -3.584 4.856 -0.5429
C 0.629 -2.677 4.578 0.3442
C -0.086 -2.510 5.742 -0.7735
H 0.239 -3.311 7.665 0.2339
H 2.107 -4.647 6.788 0.4242
H 2.497 -3.800 4.173 0.4914
H 0.472 -2.077 3.696 0.1809
H -0.874 -1.818 5.996 0.3912
N -2.752 0.580 -6.115 0.0674
C -2.763 -0.342 -7.139 -0.6308
C -1.901 -1.357 -6.802 -0.9248
C -1.487 -1.115 -5.467 0.6414
C -1.981 0.104 -5.092 -1.2456
H -3.319 1.406 -6.077 0.2044
H -3.339 -0.152 -8.028 0.4312
H -1.656 -2.283 -7.296 0.4846
H -0.784 -1.665 -4.862 0.3388
H -1.832 0.664 -4.185 0.6313
N 4.857 1.070 5.349 0.2024
C 3.518 1.195 5.526 -1.1125
C 2.960 -0.065 5.567 0.1611
C 4.036 -0.982 5.556 -0.1416
C 5.201 -0.255 5.469 -1.3589
H 5.500 1.840 5.339 0.2013
H 3.031 2.158 5.517 0.3613
H 1.918 -0.336 5.619 0.7492
H 3.965 -2.053 5.473 0.5388
H 6.233 -0.562 5.485 0.5085
N -0.576 -4.753 2.644 0.1712
C -1.399 -5.777 2.229 -1.0015
C -1.577 -5.639 0.875 -1.0544
C -0.847 -4.503 0.453 0.4096
C -0.250 -3.978 1.569 -0.3914
H -0.295 -4.530 3.588 0.1072
H -1.922 -6.391 2.942 0.3867
H -2.216 -6.251 0.258 0.4853
H -0.849 -4.084 -0.541 0.3564
H 0.501 -3.206 1.593 0.4971
N 4.926 0.931 0.700 0.1276
C 5.991 0.422 0.005 -0.4745
C 6.797 -0.262 0.888 -0.8695
C 6.260 -0.076 2.175 -0.1743
C 5.112 0.674 2.038 -0.5803
H 4.100 1.387 0.346 0.2439
H 6.045 0.570 -1.059 0.2799
H 7.678 -0.841 0.665 0.4151
H 6.630 -0.557 3.064 0.3771
H 4.332 0.985 2.715 0.5750
N -3.409 -4.135 -4.830 0.1530
C -2.775 -5.183 -4.234 -0.7383
C -2.489 -4.810 -2.934 -1.1289
C -2.820 -3.442 -2.815 0.8935
C -3.456 -3.056 -3.978 -1.4977
H -3.809 -4.114 -5.749 0.2276
H -2.571 -6.050 -4.842 0.3948
H -1.919 -5.440 -2.272 0.3514
H -2.668 -2.879 -1.907 0.8076
H -3.929 -2.166 -4.353 0.4886
N -5.346 1.123 0.035 0.0653
C -5.633 1.959 -1.026 -0.7375
C -4.920 1.494 -2.103 -0.9855
C -4.202 0.343 -1.720 0.5575
C -4.587 0.083 -0.423 -1.0817
H -5.701 1.168 0.970 0.2023
H -6.304 2.782 -0.849 0.4752
H -5.039 2.002 -3.049 0.4363
H -3.567 -0.250 -2.353 0.5352
H -4.308 -0.708 0.256 0.5480
N 1.555 -3.249 -4.361 0.1008
C 0.542 -4.122 -4.024 -0.8492
C 1.060 -5.059 -3.176 -0.1318
C 2.414 -4.750 -2.980 -0.5017
C 2.693 -3.597 -3.675 -1.0350
H 1.549 -2.493 -5.020 0.2970
H -0.451 -3.913 -4.380 0.4946
H 0.573 -5.873 -2.663 0.5316
H 3.104 -5.308 -2.368 0.5938
H 3.602 -3.026 -3.763 0.5434
N 3.992 -2.220 0.644 0.5217
C 3.189 -2.873 -0.242 -0.5594
C 2.787 -4.080 0.336 -0.2206
C 3.467 -4.161 1.574 -1.6686
C 4.178 -2.982 1.741 -0.0405
H 4.465 -1.336 0.519 0.4021
H 3.078 -2.473 -1.236 0.0604
H 2.124 -4.812 -0.088 0.8118
H 3.595 -4.989 2.254 0.5585
H 4.806 -2.634 2.545 0.3344
N 2.214 1.570 -1.405 0.6387
C 3.176 0.910 -2.128 -0.4327
C 4.136 1.771 -2.563 -0.6485
C 3.822 3.040 -2.017 -0.7593
C 2.672 2.868 -1.272 -0.5963
H 1.546 1.136 -0.753 -0.1466
H 3.041 -0.157 -2.242 0.2385
H 5.004 1.472 -3.129 0.5699
H 4.418 3.932 -2.111 0.4333
H 2.137 3.598 -0.683 0.4863
N -3.140 -0.844 5.067 0.0655
C -2.250 0.023 4.489 -0.5768
C -1.968 0.983 5.418 -0.5172
C -2.733 0.732 6.574 -0.5587
C -3.479 -0.411 6.309 -0.6975
H -3.556 -1.595 4.546 0.2293
H -1.801 -0.255 3.553 0.8105
H -1.209 1.744 5.310 0.4687
H -2.780 1.312 7.479 0.4273
H -4.197 -0.906 6.940 0.4100
C -0.928 2.606 -0.612 -1.7329
C -1.160 1.101 -0.459 0.1348
N -0.039 0.296 0.038 2.2691
C -0.016 0.387 1.501 -0.7275
C 1.355 0.046 2.080 -0.9985
C -0.162 -1.098 -0.408 -0.0247
C -0.212 -1.266 -1.941 0.0613
H -1.873 3.049 -0.928 0.3613
H -0.139 2.794 -1.340 0.2440
H -0.655 3.106 0.321 0.3599
H -2.036 0.946 0.184 0.2911
H -1.501 0.782 -1.440 -0.4729
H -0.263 1.407 1.790 0.9381
H -0.779 -0.316 1.860 -0.2505
H 1.709 -0.973 1.912 -0.1331
H 2.047 0.694 1.526 -0.0021
H 1.504 0.307 3.127 0.2494
H -1.069 -1.571 -0.001 0.0092
H 0.683 -1.681 -0.040 -0.0147
H 0.503 -0.572 -2.382 0.4336
H -1.232 -1.122 -2.292 -0.5241
H 0.038 -2.303 -2.169 -0.4622
C -1.548 6.581 0.101 -0.8655
C -2.839 6.836 -0.684 -0.7884
N -2.564 7.261 -2.053 0.0766
C -1.794 8.444 -2.261 -0.4678
C -2.233 9.695 -1.490 -1.2909
C -2.184 6.191 -2.980 -0.4218
C -3.284 5.159 -3.205 -1.0672
H -0.914 5.867 -0.431 0.1132
H -1.571 6.297 1.151 0.4327
H -0.943 7.488 0.004 0.3268
H -3.451 5.938 -0.718 0.3506
H -3.472 7.607 -0.241 0.3623
H -0.721 8.310 -2.003 0.3668
H -1.694 8.739 -3.309 0.4094
H -3.222 10.026 -1.808 0.3236
H -2.253 9.487 -0.418 0.2923
H -1.508 10.488 -1.664 0.4015
H -1.289 5.665 -2.615 0.1685
H -1.949 6.636 -3.947 0.4505
H -4.176 5.633 -3.627 0.3891
H -3.545 4.655 -2.279 0.1071
H -3.023 4.474 -4.015 0.3290


175
Properties=species:S:1:pos:R:3:mulliken_charge:R:1 method="wB97M-V/def2-TZVPD" total_energy_ha=-4308.97678 homo_ev=-4.9 gap_ha=0.2327 charge=-1 spin_multiplicity=1
C 2.021 -1.532 -0.067 -1.1795
C 1.663 -0.111 -0.754 0.4803
O 0.667 -0.215 -1.788 -0.4180
C 0.709 0.955 -2.672 0.0532
P -0.727 2.182 -2.202 1.4121
N -0.713 3.122 -3.720 -0.5085
C 0.441 3.290 -1.187 -0.4014
C 1.036 4.580 -1.936 -0.3797
P 2.578 4.201 -3.005 0.5116
O 3.199 5.602 -3.310 -0.6786
O 2.186 3.508 -4.503 -0.0189
C 3.222 2.654 -5.038 0.5110
C 2.445 1.473 -5.857 -1.0444
O 3.604 3.280 -2.009 -0.2517
C 5.017 3.598 -2.252 -0.1325
C 5.818 2.175 -2.203 -0.5931
O -2.151 2.943 -1.493 -0.4707
C -3.367 2.131 -1.737 0.8350
C -4.513 3.217 -1.482 -0.5616
C -5.741 2.761 -0.561 -0.4733
C -5.393 1.789 0.665 0.3094
C -5.405 0.206 0.265 -0.8079
C -4.091 2.211 1.519 -0.5837
C -3.100 1.562 -3.229 -0.1715
C -4.140 0.561 -3.899 0.0274
C -3.652 -0.190 -5.195 -0.5570
C -4.530 -1.164 -6.010 -0.3838
C -5.997 -1.429 -5.555 -0.4461
C -6.482 -0.718 -4.259 -0.6995
C -5.582 0.271 -3.431 0.1251
O -1.735 1.055 -3.144 -0.6492
H 1.095 -2.138 0.217 0.2802
H 2.643 -1.297 0.877 0.3703
H 2.721 -2.159 -0.737 0.2825
H 1.227 0.544 0.085 0.0323
H 2.660 0.340 -1.091 -0.1604
H 0.471 0.562 -3.735 0.1742
H 1.739 1.454 -2.670 -0.0964
H -0.812 1.350 -1.002 -0.4836
H -1.472 3.813 -3.758 0.2998
H -0.808 2.506 -4.549 0.1550
H -0.108 3.604 -0.218 -0.2338
H 1.350 2.658 -0.850 0.1849
H 1.454 5.271 -1.101 0.3288
H 0.268 5.218 -2.493 0.2432
H 3.862 2.112 -4.268 -0.1455
H 3.841 3.203 -5.847 -0.0603
H 3.049 1.072 -6.737 0.3455
H 1.381 1.818 -6.150 0.2251
H 2.271 0.610 -5.107 0.2115
H 5.349 4.325 -1.441 0.4033
H 5.208 4.010 -3.309 0.0616
H 6.327 2.014 -3.229 0.0129
H 5.077 1.322 -2.041 0.0707
H 6.606 2.262 -1.384 0.2928
H -3.196 1.284 -0.974 -0.0371
H -4.942 3.497 -2.521 0.1686
H -4.024 4.151 -1.041 0.1572
H -6.632 2.300 -1.143 0.3637
H -6.178 3.734 -0.089 0.0778
H -6.281 1.888 1.404 0.5586
H -5.001 -0.457 1.113 -0.0024
H -6.524 -0.063 0.121 0.3172
H -4.901 -0.005 -0.735 0.0656
H -4.466 2.825 2.422 0.3654
H -3.516 1.292 1.895 -0.1641
H -3.352 2.879 0.965 -0.0164
H -3.257 2.523 -3.864 0.0833
H -2.593 0.014 -5.566 0.2034
H -4.050 -1.636 -6.945 0.2749
H -6.631 -2.123 -6.192 0.2944
H -7.561 -0.913 -3.938 0.2893
H -5.993 0.768 -2.498 0.1331
C 5.621 6.764 -5.581 -0.3092
C 5.970 5.403 -6.108 0.4099
N 6.246 4.332 -6.527 -0.5282
H 4.677 6.722 -5.033 0.0259
H 6.407 7.112 -4.908 0.3577
H 5.521 7.471 -6.410 0.0772
C 4.820 9.514 -9.647 -0.8162
C 4.715 9.280 -8.170 0.4717
N 4.632 9.096 -7.006 -0.5323
H 4.540 8.607 -10.186 0.2656
H 4.152 10.324 -9.942 0.2994
H 5.844 9.782 -9.908 0.2800
C -7.147 7.054 -0.827 -0.8833
C -6.503 6.305 0.300 0.5188
N -5.996 5.713 1.187 -0.4427
H -6.463 7.108 -1.675 0.2641
H -8.060 6.544 -1.138 0.2729
H -7.397 8.066 -0.505 0.3373
C -1.807 -1.352 2.696 -0.5182
C -3.217 -1.363 3.217 0.3284
N -4.330 -1.372 3.624 -0.4473
H -1.681 -0.529 1.990 0.1113
H -1.105 -1.223 3.522 0.3427
H -1.587 -2.293 2.188 0.2011
C -1.910 -5.284 4.146 -0.6866
C -0.552 -4.672 4.016 0.1794
N 0.529 -4.172 3.906 -0.4808
H -2.262 -5.622 3.170 0.2829
H -1.869 -6.136 4.826 0.4036
H -2.611 -4.547 4.541 0.2842
C 3.091 -6.054 6.219 -0.3538
C 1.949 -6.987 5.980 0.4431
N 1.050 -7.732 5.796 -0.5451
H 3.660 -5.912 5.299 0.0402
H 2.713 -5.086 6.552 0.2485
H 3.748 -6.469 6.985 0.2063
C -5.126 -7.950 4.087 -0.7777
C -4.907 -6.615 4.731 0.4535
N -4.731 -5.558 5.243 -0.4838
H -5.207 -8.723 4.853 0.2807
H -6.047 -7.931 3.502 0.2836
H -4.289 -8.187 3.428 0.2725
C 1.592 6.798 -6.105 0.0378
C 0.232 7.233 -6.561 0.1193
N -0.840 7.575 -6.922 -0.4602
H 2.087 6.234 -6.897 0.2429
H 2.198 7.672 -5.860 0.2750
H 1.504 6.166 -5.219 -0.2268
C 3.405 -4.552 1.228 -0.4832
C 4.051 -5.318 2.341 0.2645
N 4.560 -5.914 3.223 -0.5715
H 4.085 -4.486 0.378 0.3870
H 2.489 -5.055 0.913 0.3141
H 3.159 -3.545 1.567 0.0496
C 7.203 0.997 -6.204 -0.3631
C 7.854 0.224 -5.097 0.3371
N 8.367 -0.386 -4.226 -0.4380
H 7.885 1.078 -7.052 0.3175
H 6.293 0.487 -6.526 0.1995
H 6.946 1.999 -5.857 0.0253
C 8.524 -0.849 -0.360 -0.7395
C 7.127 -0.921 0.181 0.3937
N 6.027 -0.977 0.607 -0.4221
H 8.620 0.007 -1.030 0.2350
H 9.235 -0.740 0.461 0.2860
H 8.755 -1.761 -0.913 0.2661
C 3.204 -10.297 7.996 -0.7643
C 3.420 -8.974 8.664 0.3123
N 3.590 -7.922 9.197 -0.4714
H 3.145 -11.089 8.744 0.3578
H 2.274 -10.275 7.425 0.2103
H 4.033 -10.510 7.318 0.2926
C 4.822 -5.583 11.506 -0.4230
C 4.700 -5.793 12.985 0.2859
N 4.604 -5.958 14.151 -0.3967
H 4.537 -6.494 10.976 0.0654
H 4.166 -4.769 11.191 0.2475
H 5.852 -5.329 11.250 0.2559
C -0.742 6.989 0.981 -0.8384
C -1.071 5.606 1.456 0.5053
N -1.330 4.517 1.827 -0.4666
H -1.605 7.643 1.116 0.3024
H 0.099 7.387 1.550 0.3281
H -0.476 6.964 -0.077 0.1932
C 1.952 -12.211 4.446 -0.6945
C 2.382 -12.754 5.776 0.3822
N 2.721 -13.180 6.824 -0.4395
H 0.899 -12.442 4.274 0.2611
H 2.086 -11.128 4.427 0.2451
H 2.550 -12.658 3.651 0.2818
C -7.529 -3.052 4.477 -0.3903
C -8.002 -4.422 4.095 0.2525
N -8.373 -5.508 3.791 -0.4821
H -8.371 -2.447 4.814 0.1284
H -6.797 -3.124 5.283 0.2822
H -7.065 -2.567 3.617 0.1589
C -7.987 0.789 6.480 -0.7572
C -8.805 0.178 5.383 0.4562
N -9.447 -0.303 4.517 -0.4867
H -7.769 0.039 7.242 0.2671
H -7.047 1.169 6.075 0.2607
H -8.537 1.613 6.938 0.3131


For each record above, in turn, the calculated energy above the lowest of the compared OMol25 structures with the same formula, charge and spin values are 0.0, 248.8 kcal per mole.